{"formula": "C33H43IrN9O4P", "method": "the ωB97M-V functional and the def2-TZVPD basis", "energy_ha": -2522.50039, "lumo_ev": [-4.33, -4.28], "charge": 1, "molar_mass_g_mol": 853.0, "gap_ev": [4.78, 5.79], "multiplicity": 2, "species": ["Ir", "C", "C", "C", "C", "C", "C", "N", "C", "C", "C", "C", "C", "C", "N", "N", "C", "C", "C", "C", "C", "N", "H", "H", "H", "H", "H", "H", "H", "H", "H", "H", "H", "H", "H", "N", "C", "C", "O", "N", "C", "C", "O", "O", "H", "H", "H", "H", "H", "H", "O", "P", "N", "C", "C", "C", "C", "N", "C", "C", "C", "C", "N", "C", "C", "C", "C", "H", "H", "H", "H", "H", "H", "H", "H", "H", "H", "H", "H", "H", "H", "H", "H", "H", "H", "H", "H", "H", "H", "H", "H"], "positions_angstrom": [[1.741299, 1.081788, 0.213131], [3.224799, 6.065188, 2.496531], [2.362999, 5.147688, 3.009631], [1.775899, 4.058388, 2.182331], [2.216899, 4.082788, 0.740831], [3.157299, 4.995788, 0.320231], [3.639699, 6.004088, 1.158931], [1.676999, 3.115788, -0.074269], [1.384999, 3.436388, -1.379469], [1.114599, 4.731788, -1.823269], [0.816199, 4.955088, -3.153369], [0.763599, 3.899388, -4.055769], [0.999799, 2.598488, -3.642769], [1.323099, 2.354088, -2.307769], [1.623099, 1.148288, -1.752069], [1.810799, 0.054188, -2.431769], [2.084999, -1.023812, -1.706769], [2.370299, -2.249812, -2.347769], [2.663399, -3.353212, -1.595569], [2.661299, -3.239012, -0.199769], [2.377299, -2.015612, 0.369531], [2.110499, -0.920612, -0.334069], [3.600299, 6.852988, 3.131731], [2.052599, 5.181688, 4.040331], [0.673899, 4.133688, 2.222931], [3.518199, 4.930888, -0.695769], [4.324799, 6.735088, 0.763831], [1.122699, 5.544788, -1.112869], [0.628599, 5.964188, -3.480669], [0.530499, 4.102388, -5.087469], [0.949199, 1.771888, -4.332169], [2.374499, -2.266112, -3.423869], [2.898999, -4.297012, -2.061969], [2.884699, -4.083612, 0.431331], [2.353199, -1.901112, 1.443131], [-0.862601, 1.917588, 1.286031], [-0.087501, 1.710188, 2.491231], [1.431999, 1.692288, 2.318531], [2.145599, 2.775088, 2.751631], [2.036899, 0.488988, 2.366131], [3.167599, 0.265388, 2.978731], [5.048399, 1.395788, 1.206331], [5.866899, 1.193988, 1.974031], [4.258099, 1.605688, 0.396731], [-0.660101, 2.786488, 0.810031], [-0.820301, 1.117588, 0.660831], [-0.378901, 0.742488, 2.904531], [-0.340501, 2.488088, 3.218431], [3.629599, -0.698112, 2.869331], [3.614599, 0.995888, 3.637631], [-0.626201, -0.719912, 0.101331], [-1.726901, -1.674012, -0.149569], [-2.250201, -1.735012, -1.740969], [-3.623101, -1.541712, -2.185469], [-3.535001, -1.537712, -3.713669], [-2.096001, -1.114012, -4.040969], [-1.355301, -1.095812, -2.700869], [-1.275101, -3.260012, 0.130131], [-0.667001, -3.650612, 1.391331], [-0.291901, -5.117712, 1.191031], [-1.361901, -5.599712, 0.212431], [-1.482901, -4.408312, -0.734269], [-3.038301, -1.311512, 0.830831], [-2.852701, -0.505912, 2.039531], [-4.111301, -0.751612, 2.868631], [-4.500801, -2.175312, 2.475231], [-4.208601, -2.165912, 0.976131], [-4.034301, -0.595612, -1.816069], [-4.251001, -2.355212, -1.821969], [-4.270801, -0.858412, -4.136869], [-3.739501, -2.531312, -4.107069], [-2.068501, -0.130312, -4.504169], [-1.635401, -1.817912, -4.730569], [-1.121901, -0.069712, -2.395469], [-0.419001, -1.654812, -2.736969], [-1.390601, -3.553112, 2.211131], [0.190499, -3.009112, 1.606231], [-0.287501, -5.677812, 2.123431], [0.689599, -5.195712, 0.724131], [-2.301801, -5.772012, 0.738531], [-1.084601, -6.514712, -0.305769], [-2.443501, -4.350912, -1.247469], [-0.694901, -4.451512, -1.497469], [-2.717801, 0.546888, 1.781031], [-1.962101, -0.843512, 2.580631], [-4.899701, -0.058212, 2.571431], [-3.929501, -0.640612, 3.935531], [-5.542401, -2.405012, 2.686931], [-3.869501, -2.903112, 2.988831], [-5.054401, -1.711012, 0.445331], [-4.020001, -3.156712, 0.560531]], "atomic_forces_ev_per_a": [[0.5, -1.8, 1.8], [-0.7, -0.4, 1.0], [0.4, 0.2, -0.2], [-0.1, 0.0, -0.4], [-0.3, -0.5, 0.4], [0.3, 0.8, 0.0], [-0.1, -0.6, -1.1], [0.1, 0.5, -0.4], [0.2, -0.7, 0.3], [-0.2, 0.4, -0.6], [0.2, 0.2, 1.0], [0.1, -1.1, -0.2], [0.0, 0.5, -0.6], [0.0, 0.4, 0.2], [0.0, -0.6, 0.6], [-0.7, 1.8, -1.6], [0.4, -1.2, 1.3], [-0.2, 0.7, 0.1], [0.0, 0.0, 0.6], [0.0, 0.0, -0.3], [0.0, -0.1, 0.5], [0.0, 0.7, -1.2], [0.0, 0.1, 0.1], [0.0, 0.0, 0.2], [0.2, -0.1, 0.0], [0.0, 0.0, -0.1], [0.2, 0.0, 0.0], [0.0, 0.1, 0.0], [-0.1, 0.1, -0.1], [-0.1, -0.1, -0.2], [0.0, -0.1, -0.1], [-0.1, 0.0, -0.2], [0.0, -0.1, -0.1], [0.0, 0.0, 0.1], [0.0, 0.0, 0.0], [-0.4, 0.3, 0.4], [-0.4, 0.1, -0.1], [-1.0, 1.4, -1.1], [0.3, -0.7, 0.2], [1.6, -0.5, 0.2], [-1.4, 0.2, -0.6], [0.1, 0.5, -1.0], [1.1, -0.5, 1.6], [-0.1, 0.4, -0.7], [0.1, -0.2, 0.0], [0.0, 0.0, -0.1], [0.0, 0.1, 0.1], [0.1, -0.1, 0.1], [0.2, -0.2, -0.2], [-0.1, 0.1, 0.3], [0.2, 0.3, 0.2], [-1.2, -1.2, 0.0], [0.3, 0.1, 0.5], [-0.3, 0.0, 0.2], [-0.1, 0.0, 0.1], [0.0, 0.0, 0.0], [0.5, 0.1, -0.2], [-0.2, 0.9, -0.2], [0.0, 0.1, 0.4], [-0.2, 0.0, 0.0], [0.1, 0.1, -0.1], [-0.1, -0.2, -0.4], [0.7, -0.1, -0.6], [0.2, 0.6, 0.2], [0.1, -0.2, -0.1], [0.0, 0.1, -0.1], [-0.3, -0.1, -0.1], [0.0, 0.0, 0.0], [-0.1, 0.1, 0.0], [-0.1, 0.0, 0.0], [0.0, 0.0, 0.0], [0.0, 0.0, 0.0], [0.0, 0.0, 0.0], [0.1, 0.0, 0.0], [0.1, 0.1, -0.1], [0.1, 0.0, 0.1], [0.0, -0.1, 0.2], [0.1, 0.0, 0.0], [0.1, 0.0, 0.0], [-0.1, 0.0, 0.0], [0.0, 0.0, 0.0], [0.1, -0.1, 0.0], [-0.1, -0.1, -0.1], [0.0, -0.1, 0.2], [0.0, 0.0, 0.1], [0.0, 0.0, 0.0], [0.0, 0.1, 0.0], [0.0, -0.1, 0.0], [0.0, 0.0, 0.0], [0.0, -0.2, 0.0], [-0.1, -0.1, 0.0]], "mulliken_spin": [-0.1094, -0.0977, 0.2971, 0.0074, 0.3063, -0.2226, 0.3397, -0.1195, -0.0502, -0.0251, 0.0453, -0.0624, 0.1059, -0.1163, 0.0565, 0.2742, -0.0354, 0.0698, -0.0219, 0.0819, -0.0231, 0.0875, -0.0013, 0.0125, 0.0508, 0.0025, 0.0177, 0.0148, 0.0016, -0.0033, 0.0099, -0.0031, 0.0004, 0.0007, 0.0046, 0.0230, -0.0086, 0.0861, 0.0079, -0.0089, -0.0025, -0.0015, 0.0019, -0.0043, -0.0051, -0.0017, 0.0012, -0.0008, 0.0015, 0.0006, 0.0087, 0.0027, 0.0006, 0.0000, -0.0002, -0.0001, -0.0042, 0.0026, 0.0026, -0.0016, 0.0005, 0.0007, -0.0005, 0.0018, 0.0003, 0.0000, 0.0000, 0.0001, 0.0001, 0.0000, 0.0000, 0.0002, 0.0001, 0.0046, -0.0015, 0.0000, -0.0010, 0.0002, -0.0008, 0.0000, 0.0000, 0.0000, -0.0002, -0.0010, 0.0004, 0.0000, 0.0000, 0.0000, 0.0000, 0.0000, 0.0000]}


{"formula": "C17H34O2OsP2", "method": "the ωB97M-V functional and the def2-TZVPD basis", "energy_ha": -1591.20320, "e_above_lowest_ev": 0.596, "lumo_ev": [-5.20, -9.51], "charge": 2, "molar_mass_g_mol": 522.6, "gap_ev": [6.23, 4.36], "multiplicity": 5, "species": ["P", "P", "C", "C", "H", "H", "H", "H", "C", "H", "H", "H", "C", "H", "H", "H", "C", "H", "H", "H", "C", "H", "H", "H", "Os", "C", "C", "C", "C", "C", "C", "C", "C", "C", "H", "H", "H", "H", "H", "H", "H", "H", "H", "H", "H", "H", "H", "H", "H", "C", "C", "O", "O", "H", "H", "H"], "positions_angstrom": [[-0.113974, -3.471982, 1.326318], [-0.174715, 3.260006, 2.085834], [-0.306327, 0.840367, 0.230762], [0.232050, 2.217847, 0.549065], [-0.187641, 0.145225, 1.113048], [-1.390464, 0.829044, -0.002822], [1.339409, 2.181183, 0.487036], [-0.122748, 2.872347, -0.262899], [-1.928385, 3.799542, 2.195492], [-2.124192, 4.318266, 3.174848], [-2.616159, 2.925622, 2.147146], [-2.224693, 4.498749, 1.384280], [1.209433, 4.428867, 2.237943], [1.398416, 4.929036, 1.282532], [2.116779, 3.847488, 2.497960], [1.047158, 5.217667, 3.002188], [-0.824062, -5.115553, 0.970129], [-0.470636, -5.684126, 1.841944], [-0.415551, -5.455252, 0.005707], [-1.914510, -5.010233, 0.855631], [1.643920, -3.952946, 1.540166], [2.063884, -3.342170, 2.345660], [2.232142, -3.782868, 0.626387], [1.568863, -5.024408, 1.790260], [0.422132, 0.200075, -1.944452], [0.683149, 1.236393, -3.514168], [-0.775327, 1.221658, -3.027356], [-1.813344, 0.445417, -3.824911], [-1.568795, -1.075862, -3.739088], [-0.488736, -1.347459, -2.717813], [0.906881, -1.330455, -3.151949], [1.283874, -0.968659, -4.586436], [1.054619, 0.543701, -4.827645], [-0.421855, -2.978239, 3.061580], [1.190459, 2.195609, -3.404181], [-1.088346, 2.199347, -2.674476], [-1.834164, 0.780360, -4.877819], [-2.809070, 0.639691, -3.396434], [-2.523297, -1.553358, -3.457502], [-1.351844, -1.401996, -4.759763], [-0.731202, -2.147385, -2.012042], [1.512008, -2.136398, -2.748588], [0.709286, -1.500120, -5.368987], [2.339153, -1.235905, -4.803840], [1.993709, 1.010272, -5.193361], [0.299269, 0.772463, -5.615810], [0.308057, -2.164257, 3.256354], [-0.215874, -3.900253, 3.624854], [-1.417969, -2.555942, 3.229447], [0.448651, 0.958062, 5.204210], [0.924877, 1.893313, 4.144943], [2.065561, 2.257053, 3.951084], [-0.157322, 2.239703, 3.343156], [1.306638, 0.418454, 5.614872], [-0.287037, 0.259722, 4.774258], [-0.002143, 1.553292, 6.017273]], "atomic_forces_ev_per_a": [[1.2, -1.3, 1.3], [0.2, -1.3, -0.8], [-0.3, -1.3, 0.3], [0.0, 1.0, -0.2], [0.1, 0.5, -0.9], [0.4, 0.2, 0.2], [-0.5, 0.4, 0.4], [0.3, 0.2, 0.1], [-0.2, 0.6, 0.2], [0.4, -0.5, -0.9], [0.8, 0.3, 0.0], [0.4, -0.4, 0.4], [-0.2, 0.5, 0.3], [-0.3, -0.1, 0.0], [-0.7, 0.2, -0.1], [0.0, -0.6, -0.4], [-0.8, 1.2, -0.8], [-0.4, -0.2, -0.4], [0.0, -0.1, 0.5], [0.4, -0.5, 0.4], [0.0, 0.8, -0.8], [0.0, -0.3, -0.2], [-0.1, -0.3, 0.3], [0.4, 0.4, -0.1], [1.6, -0.3, 8.1], [-0.8, 2.6, -3.2], [-0.6, 2.3, -3.0], [-0.6, 0.4, 0.2], [-1.0, 0.6, 0.0], [-0.5, -3.2, -1.7], [0.3, -2.3, -1.1], [0.2, 0.2, -0.8], [0.6, 0.5, -0.3], [-0.4, 1.1, -0.7], [-0.2, 0.1, 0.1], [-0.2, 0.1, 0.1], [0.0, 0.0, 0.5], [0.3, 0.3, -0.2], [0.5, 0.0, -0.1], [0.4, -0.5, 0.4], [0.0, 0.1, 0.0], [0.1, 0.0, 0.2], [0.1, -0.2, 0.7], [-0.6, 0.2, 0.4], [-0.6, -0.3, 0.2], [0.4, -0.3, 0.6], [-0.3, -0.7, 0.1], [-0.1, 0.4, 0.1], [0.1, -0.5, 0.1], [0.1, -0.1, 0.3], [1.8, -0.2, -0.1], [-2.1, -0.5, 0.2], [0.1, 0.5, 0.0], [-0.2, 0.1, -0.1], [0.2, 0.4, 0.4], [0.0, -0.3, -0.3]], "mulliken_spin": [0.7066, 0.0022, 0.1429, -0.0471, -0.0009, 0.0096, 0.0149, -0.0020, 0.0017, 0.0004, -0.0006, -0.0002, 0.0020, -0.0002, -0.0001, 0.0006, 0.0799, 0.0317, -0.0034, -0.0041, 0.0427, 0.0024, 0.0062, 0.0218, 2.3997, 0.0832, 0.0919, 0.0490, 0.0499, 0.0640, 0.0632, 0.0237, 0.0416, 0.0741, 0.0121, 0.0080, -0.0075, 0.0005, 0.0004, 0.0009, -0.0226, 0.0240, 0.0029, -0.0008, 0.0032, 0.0045, -0.0036, 0.0306, -0.0035, 0.0007, 0.0010, 0.0001, 0.0016, -0.0001, 0.0000, 0.0001]}